{
  "formula": "C28H49GaN2O2P3",
  "method": "ωB97M-V/def2-TZVPD",
  "elements": ["Ga", "P", "P", "P", "H", "C", "C", "H", "C", "C", "C", "C", "C", "C", "C", "C", "C", "H", "H", "H", "H", "H", "H", "H", "H", "H", "H", "H", "H", "H", "H", "H", "H", "H", "H", "H", "H", "H", "H", "H", "H", "H", "H", "H", "H", "H", "C", "C", "C", "C", "C", "C", "O", "H", "H", "H", "H", "H", "H", "C", "N", "N", "C", "O", "C", "C", "C", "C", "C", "C", "C", "C", "C", "H", "H", "H", "H", "H", "H", "H", "H", "H", "H", "H", "H"],
  "coordinates": [[2.712, -3.180, -0.330], [1.697, -0.838, 1.884], [-2.124, 0.350, -0.060], [0.381, 2.908, 1.455], [3.232, -3.360, -3.012], [3.593, -2.817, -2.146], [4.360, -3.605, -1.160], [4.297, -4.690, -1.178], [1.701, -2.716, 2.234], [-0.022, -0.503, 2.428], [2.808, -0.240, 3.238], [-2.138, 0.624, -1.878], [-3.037, -1.247, 0.011], [-3.475, 1.497, 0.441], [1.818, 3.943, 1.974], [-0.984, 4.001, 2.010], [0.332, 3.336, -0.331], [3.897, -1.828, -2.491], [5.187, -3.131, -0.654], [2.529, -3.261, 1.671], [0.737, -3.183, 1.973], [1.931, -2.945, 3.291], [-0.712, -1.135, 1.855], [-0.245, 0.538, 2.158], [-0.219, -0.633, 3.498], [3.850, -0.446, 2.944], [2.652, -0.710, 4.227], [2.708, 0.850, 3.357], [-3.112, 1.026, -2.188], [-1.955, -0.325, -2.395], [-1.334, 1.323, -2.145], [-3.889, -1.154, 0.696], [-2.362, -2.027, 0.387], [-3.393, -1.531, -0.987], [-3.797, 2.118, -0.407], [-3.108, 2.154, 1.241], [-4.326, 0.926, 0.835], [1.490, 4.740, 2.649], [2.361, 4.393, 1.136], [2.529, 3.320, 2.526], [-0.611, 5.017, 2.165], [-1.383, 3.611, 2.952], [-1.785, 4.007, 1.265], [0.771, 4.329, -0.464], [-0.675, 3.261, -0.742], [0.939, 2.597, -0.878], [3.244, 1.760, -1.119], [3.668, 1.895, -2.499], [4.271, 3.104, -2.804], [4.598, 4.003, -1.749], [4.545, 3.597, -0.392], [4.131, 2.326, -0.130], [2.099, 1.339, -0.688], [1.668, 0.325, 0.934], [3.345, 1.134, -3.232], [4.510, 3.369, -3.859], [4.928, 5.027, -1.941], [4.929, 4.255, 0.420], [4.134, 1.819, 0.827], [-2.558, -5.177, -3.510], [-1.690, -4.092, -3.087], [-1.029, -4.138, -1.902], [-0.027, -3.215, -1.910], [0.699, -3.046, -0.853], [-0.119, -2.535, -3.154], [-1.138, -3.129, -3.858], [-1.619, -2.848, -5.226], [-1.462, -4.910, -0.776], [-0.487, -5.418, 0.087], [-0.851, -5.866, 1.365], [-2.210, -5.911, 1.702], [-3.199, -5.484, 0.808], [-2.820, -4.972, -0.449], [-3.581, -5.043, -3.133], [-2.169, -6.155, -3.191], [-2.574, -5.162, -4.606], [0.524, -1.720, -3.446], [-1.367, -3.666, -5.919], [-2.706, -2.681, -5.270], [-1.105, -1.945, -5.587], [0.548, -5.415, -0.248], [-0.082, -6.161, 2.072], [-2.532, -6.270, 2.679], [-4.274, -5.513, 1.052], [-3.559, -4.559, -1.149]],
  "forces_ev_per_a": [[-4.0, 0.6, -0.1], [-1.8, 0.6, 3.5], [-0.2, 0.1, -0.4], [-0.1, 0.9, -0.7], [-0.4, -0.3, 0.2], [1.4, -0.8, -1.4], [1.0, 0.7, -2.2], [0.4, 0.0, -0.2], [1.0, -1.0, -0.8], [-0.2, 0.2, 0.0], [0.5, 0.3, -0.4], [0.2, 0.1, -0.2], [0.1, -0.3, 0.1], [0.0, 0.4, 0.4], [0.5, -0.2, 0.5], [-0.3, -0.3, 0.4], [0.3, -0.4, -0.1], [0.2, 0.0, 0.8], [0.2, -0.3, 0.3], [-1.1, 0.7, 1.1], [0.3, 0.5, -0.2], [-0.3, 0.9, -0.1], [0.3, 0.1, 0.1], [0.1, -0.4, 0.2], [0.4, -0.2, -0.1], [-0.2, 0.1, 0.1], [-0.3, 0.0, -0.7], [-0.1, -0.3, -0.1], [0.3, -0.1, -0.1], [0.0, 0.2, 0.0], [-0.3, -0.1, -0.1], [0.2, -0.2, -0.2], [-0.3, -0.1, -0.1], [0.0, 0.0, 0.3], [0.0, -0.2, 0.3], [-0.3, -0.1, -0.2], [0.2, 0.3, -0.2], [0.1, -0.1, -0.1], [-0.3, 0.0, 0.1], [0.0, 0.2, 0.1], [-0.2, -0.1, -0.1], [-0.1, 0.3, -0.1], [0.1, 0.0, 0.2], [-0.3, 0.0, -0.2], [0.0, 0.2, 0.1], [-0.6, 0.7, 0.0], [-2.9, -2.4, 1.4], [-0.6, 1.1, -1.4], [-0.1, -1.2, -1.1], [-0.3, 0.2, 0.4], [1.0, 0.0, 1.0], [-0.7, 1.2, 1.1], [4.7, 0.5, -2.3], [0.6, -1.8, -0.2], [0.2, 0.8, 0.3], [-0.2, -0.2, 1.0], [0.0, -0.4, -0.3], [-0.2, -0.6, -0.9], [0.1, 0.4, 0.2], [-0.5, -0.4, -0.4], [0.1, 0.2, -0.2], [0.5, -0.5, 0.2], [-0.5, 0.2, -0.8], [1.8, 0.3, 0.8], [0.7, -0.2, 1.0], [-0.3, -0.4, 0.2], [0.0, 0.3, -0.6], [-0.3, 0.0, 0.6], [-0.1, 0.1, 0.3], [-0.5, 0.1, -0.8], [-0.3, 0.2, 0.1], [0.2, 0.1, -0.8], [0.0, 0.2, 0.4], [0.4, -0.1, -0.2], [0.0, 0.5, 0.0], [-0.1, 0.0, 0.3], [-0.2, -0.1, -0.1], [-0.1, 0.2, 0.2], [0.4, -0.1, 0.1], [-0.3, -0.3, 0.0], [-0.2, -0.1, 0.3], [-0.2, -0.2, -0.1], [0.2, 0.1, -0.2], [0.7, -0.1, 0.0], [0.3, -0.2, 0.6]],
  "mulliken_charge": [0.299, 1.182, 0.905, 0.758, 0.367, -0.609, -0.667, 0.286, -0.676, -0.561, -1.153, -1.203, -1.151, -1.173, -1.251, -1.350, -0.883, 0.387, 0.399, 0.058, 0.112, 0.576, -0.121, -0.103, 0.526, 0.414, 0.465, 0.213, 0.465, 0.085, 0.316, 0.519, 0.050, 0.315, 0.395, 0.160, 0.433, 0.460, 0.284, 0.257, 0.470, 0.398, 0.352, 0.566, 0.527, -0.221, 0.492, -0.391, -0.490, -0.073, -0.495, -0.082, -0.569, -0.203, 0.460, 0.436, 0.506, 0.462, 0.319, -1.007, 0.026, 0.544, 0.380, -0.095, -0.981, 0.806, -1.840, 0.131, -0.273, -1.025, -0.471, -0.765, 0.158, 0.357, 0.331, 0.410, 0.576, 0.463, 0.393, 0.373, 0.684, 0.503, 0.439, 0.408, 0.220],
  "spin_multiplicity": 1,
  "de_lowest_ev": 8.4178,
  "lumo_ev": [-12.18, -12.19],
  "molar_mass_g_mol": 608.4,
  "charge": 3,
  "homo_lumo_gap_ev": [2.75, 2.73]
}


{
  "formula": "C28H49N2OP3SeTc",
  "method": "ωB97M-V/def2-TZVPD",
  "elements": ["Tc", "P", "P", "P", "H", "C", "C", "H", "C", "C", "C", "C", "C", "C", "C", "C", "C", "H", "H", "H", "H", "H", "H", "H", "H", "H", "H", "H", "H", "H", "H", "H", "H", "H", "H", "H", "H", "H", "H", "H", "H", "H", "H", "H", "H", "H", "C", "C", "C", "C", "C", "C", "Se", "H", "H", "H", "H", "H", "H", "C", "N", "N", "C", "O", "C", "C", "C", "C", "C", "C", "C", "C", "C", "H", "H", "H", "H", "H", "H", "H", "H", "H", "H", "H", "H"],
  "coordinates": [[-0.197, -0.833, -0.608], [0.300, 1.761, 0.756], [-2.116, 0.282, -1.250], [2.000, -0.358, -1.482], [-2.152, -2.637, -1.535], [-1.186, -2.571, -1.009], [0.017, -2.381, -1.847], [-0.144, -2.286, -2.934], [0.493, 3.452, 0.069], [-0.988, 1.957, 2.049], [1.767, 1.577, 1.845], [-3.025, -0.296, -2.737], [-3.350, -0.095, 0.064], [-2.385, 2.091, -1.389], [2.602, -1.152, -3.013], [3.078, -1.088, -0.191], [2.670, 1.325, -1.698], [-1.140, -3.404, -0.291], [0.886, -3.032, -1.644], [0.443, 4.185, 0.885], [-0.297, 3.663, -0.659], [1.455, 3.544, -0.444], [-0.749, 2.837, 2.663], [-0.993, 1.069, 2.694], [-1.982, 2.080, 1.605], [1.707, 2.311, 2.660], [2.705, 1.726, 1.298], [1.764, 0.573, 2.291], [-3.931, 0.314, -2.884], [-3.330, -1.345, -2.641], [-2.379, -0.193, -3.619], [-4.254, 0.506, -0.096], [-2.947, 0.128, 1.059], [-3.610, -1.158, 0.018], [-3.426, 2.271, -1.698], [-1.716, 2.518, -2.147], [-2.219, 2.608, -0.437], [3.693, -1.035, -3.078], [2.139, -0.671, -3.883], [2.346, -2.217, -3.026], [4.042, -1.364, -0.637], [2.604, -1.985, 0.228], [3.239, -0.371, 0.622], [3.647, 1.266, -2.197], [2.810, 1.824, -0.734], [1.990, 1.924, -2.317], [0.443, 2.487, -5.299], [0.156, 1.112, -5.212], [0.468, 0.269, -6.286], [1.084, 0.789, -7.433], [1.376, 2.159, -7.513], [1.048, 3.006, -6.455], [-0.003, 3.663, -3.852], [1.399, 3.905, -3.496], [-0.305, 0.715, -4.305], [0.233, -0.796, -6.226], [1.342, 0.127, -8.262], [1.862, 2.565, -8.400], [1.264, 4.072, -6.499], [-1.544, -2.130, 5.796], [-1.507, -2.236, 4.353], [-0.452, -1.841, 3.611], [-0.758, -1.981, 2.284], [0.002, -1.459, 1.383], [-2.040, -2.594, 2.252], [-2.485, -2.688, 3.549], [-3.787, -3.142, 4.085], [0.693, -1.172, 4.140], [1.945, -1.612, 3.702], [3.087, -0.940, 4.124], [2.959, 0.175, 4.961], [1.700, 0.620, 5.378], [0.550, -0.055, 4.965], [-2.003, -1.182, 6.115], [-0.540, -2.210, 6.223], [-2.158, -2.951, 6.181], [-2.573, -2.860, 1.353], [-3.683, -4.005, 4.761], [-4.323, -2.343, 4.624], [-4.421, -3.450, 3.243], [1.992, -2.494, 3.063], [4.065, -1.306, 3.806], [3.857, 0.694, 5.297], [1.612, 1.487, 6.035], [-0.441, 0.281, 5.277]],
  "forces_ev_per_a": [[1.4, 2.8, 5.5], [0.2, -0.5, 0.6], [-3.3, 0.8, -0.6], [1.7, 0.0, -1.0], [0.5, 0.5, 0.2], [0.5, -1.9, -2.1], [-1.2, -2.6, -0.9], [0.1, 0.3, 0.5], [-0.1, -0.2, -0.4], [-0.2, -0.2, -0.3], [0.0, -0.2, -0.1], [0.4, -0.2, -0.3], [0.5, -0.4, 0.3], [0.7, 0.3, -0.2], [-0.5, -0.2, -0.1], [-0.5, -0.1, 0.3], [-0.2, 0.3, 0.0], [0.3, 0.8, 0.2], [-0.3, 0.5, 0.1], [0.0, -0.2, -0.1], [0.1, 0.1, 0.2], [-0.1, 0.0, 0.2], [-0.1, -0.2, -0.2], [0.0, 0.2, -0.2], [0.2, 0.1, 0.3], [0.0, -0.1, -0.3], [-0.2, 0.0, 0.2], [0.0, 0.2, -0.1], [0.4, -0.1, 0.2], [0.1, 0.3, 0.0], [-0.3, -0.1, 0.1], [0.3, 0.0, -0.1], [-0.1, -0.1, -0.1], [0.0, 0.2, 0.1], [0.3, -0.3, 0.1], [-0.3, -0.1, 0.3], [-0.1, -0.2, -0.2], [-0.3, 0.0, 0.1], [0.1, -0.1, 0.1], [0.2, 0.2, -0.1], [-0.2, 0.1, 0.0], [0.2, 0.1, 0.0], [-0.1, -0.2, -0.2], [-0.2, -0.1, 0.1], [0.0, -0.1, -0.3], [0.2, -0.1, 0.1], [-0.1, 0.2, 0.7], [-0.4, -1.2, -0.8], [-0.6, 0.2, 1.7], [0.2, 0.2, -0.5], [0.0, 1.0, 0.4], [1.0, 0.0, -1.2], [0.2, -0.8, -0.5], [0.1, 0.6, -0.4], [0.1, 0.1, -0.3], [0.1, 0.3, 0.0], [-0.1, 0.2, 0.2], [-0.2, -0.1, 0.2], [0.0, -0.2, -0.2], [-0.2, -0.1, 0.9], [-0.4, -0.3, -0.1], [0.3, 0.5, -0.8], [-2.0, -0.8, 1.9], [0.4, 0.9, -2.6], [1.0, 0.7, -1.1], [0.3, 0.1, 0.7], [-0.6, -0.3, -0.1], [0.6, 0.3, -0.2], [-0.3, -0.1, 0.2], [-0.1, 0.1, 0.0], [0.1, -0.1, 0.0], [0.1, -0.1, 0.0], [0.1, 0.0, -0.1], [0.2, -0.3, -0.2], [-0.2, 0.0, -0.2], [0.2, 0.2, -0.1], [-0.1, 0.0, 0.2], [0.0, 0.3, -0.2], [0.3, -0.2, -0.1], [0.1, 0.0, 0.3], [0.1, 0.2, 0.2], [-0.2, 0.2, 0.2], [-0.3, -0.1, 0.0], [0.1, -0.3, -0.2], [0.4, 0.0, -0.1]],
  "mulliken_charge": [-0.180, 0.524, 1.404, 1.198, 0.523, -1.197, -0.907, 0.256, -1.245, -1.108, -0.442, -1.117, -1.188, -0.684, -1.208, -1.359, -0.734, 0.721, 0.640, 0.502, 0.285, 0.442, 0.606, 0.049, 0.380, 0.604, 0.582, -0.672, 0.490, 0.431, 0.284, 0.534, 0.262, 0.368, 0.584, -0.395, 0.404, 0.559, 0.231, 0.449, 0.553, 0.323, 0.316, 0.556, 0.358, -0.204, 0.123, 0.147, -0.490, -0.474, -0.623, -0.396, 0.200, 0.226, 0.305, 0.481, 0.453, 0.439, 0.496, -1.008, -0.187, 0.611, 1.003, -0.250, -0.799, -0.342, -1.672, -0.140, -0.177, -0.829, -0.521, -1.013, 0.347, 0.388, 0.422, 0.355, 0.503, 0.419, 0.372, 0.391, 0.613, 0.503, 0.470, 0.453, 0.423],
  "spin_multiplicity": 4,
  "de_lowest_ev": 0.0000,
  "s2": 3.7981,
  "lumo_ev": [-13.06, -14.73],
  "molar_mass_g_mol": 699.6,
  "charge": 4,
  "homo_lumo_gap_ev": [5.44, 3.78]
}


{
  "formula": "C28H49N7",
  "method": "ωB97M-V/def2-TZVPD",
  "elements": ["C", "C", "C", "C", "N", "H", "H", "H", "H", "H", "H", "H", "C", "C", "C", "C", "N", "H", "H", "H", "H", "H", "H", "H", "C", "C", "C", "C", "N", "H", "H", "H", "H", "H", "H", "H", "C", "C", "C", "C", "N", "H", "H", "H", "H", "H", "H", "H", "C", "C", "C", "C", "N", "H", "H", "H", "H", "H", "H", "H", "C", "C", "C", "C", "N", "H", "H", "H", "H", "H", "H", "H", "C", "C", "C", "C", "N", "H", "H", "H", "H", "H", "H", "H"],
  "coordinates": [[-2.600, -0.615, -1.465], [-1.592, 0.278, -0.779], [-1.748, 1.779, -1.088], [-1.855, 2.075, -2.513], [-1.915, 2.281, -3.640], [-2.382, -1.641, -1.158], [-2.586, -0.545, -2.552], [-3.615, -0.393, -1.124], [-0.581, 0.019, -1.112], [-1.685, 0.158, 0.301], [-0.939, 2.359, -0.642], [-2.673, 2.120, -0.608], [0.905, 0.535, -5.706], [0.545, 0.132, -4.289], [1.414, -0.933, -3.624], [1.297, -2.258, -4.227], [1.191, -3.325, -4.640], [1.828, 1.116, -5.770], [0.079, 1.104, -6.132], [1.057, -0.312, -6.383], [-0.471, -0.275, -4.365], [0.447, 1.028, -3.681], [1.218, -0.978, -2.551], [2.476, -0.662, -3.649], [1.781, 1.795, 2.517], [0.437, 1.237, 2.006], [0.448, -0.262, 1.732], [1.192, -0.661, 0.541], [1.721, -1.028, -0.408], [1.995, 1.359, 3.495], [1.674, 2.877, 2.571], [2.621, 1.548, 1.867], [0.246, 1.829, 1.106], [-0.304, 1.450, 2.773], [-0.566, -0.646, 1.603], [0.839, -0.802, 2.599], [2.993, 1.886, -1.053], [4.463, 2.288, -0.936], [5.462, 1.140, -1.124], [5.155, 0.318, -2.303], [4.912, -0.323, -3.219], [2.776, 1.223, -1.889], [2.365, 2.772, -1.147], [2.699, 1.365, -0.138], [4.614, 2.887, -0.039], [4.717, 2.993, -1.738], [5.465, 0.456, -0.272], [6.466, 1.540, -1.263], [-3.403, 3.987, 1.144], [-2.837, 3.101, 2.245], [-2.152, 3.838, 3.392], [-1.015, 4.702, 3.034], [-0.155, 5.404, 2.740], [-2.638, 4.386, 0.480], [-4.017, 4.791, 1.549], [-4.052, 3.370, 0.516], [-2.130, 2.394, 1.800], [-3.588, 2.437, 2.676], [-1.751, 3.162, 4.151], [-2.822, 4.546, 3.891], [0.652, -6.157, -1.157], [-0.264, -5.279, -2.010], [-0.199, -3.801, -1.629], [-0.525, -3.468, -0.245], [-0.811, -3.180, 0.830], [1.644, -5.713, -1.052], [0.732, -7.127, -1.642], [0.285, -6.234, -0.131], [-1.307, -5.600, -1.996], [0.066, -5.365, -3.046], [-0.849, -3.202, -2.272], [0.805, -3.426, -1.843], [-2.605, -0.423, 3.834], [-2.538, -1.722, 4.638], [-1.210, -2.454, 4.510], [-0.045, -1.722, 4.968], [0.876, -1.145, 5.340], [-3.581, 0.016, 4.035], [-2.513, -0.660, 2.772], [-1.792, 0.265, 4.064], [-3.361, -2.385, 4.377], [-2.670, -1.494, 5.700], [-0.984, -2.695, 3.459], [-1.232, -3.434, 4.994]],
  "forces_ev_per_a": [[-0.3, -0.3, 0.3], [0.4, 0.6, -0.7], [-0.8, -0.2, 0.5], [0.2, 0.0, 0.1], [-0.1, 0.1, -0.1], [-0.1, 0.0, -0.2], [0.1, 0.0, 0.0], [0.0, 0.0, -0.1], [-0.1, -0.3, 0.3], [0.1, 0.0, -0.2], [0.1, 0.0, -0.2], [0.1, 0.1, -0.2], [0.4, -0.1, -0.5], [-0.8, -0.4, -0.5], [0.7, 0.6, 0.0], [-0.1, 0.0, 0.2], [0.0, 0.1, -0.1], [-0.1, 0.1, 0.1], [0.1, 0.2, 0.0], [-0.1, -0.2, 0.3], [0.0, 0.0, 0.3], [0.3, -0.1, 0.2], [-0.2, -0.3, -0.1], [0.0, 0.0, -0.2], [-0.4, -0.5, 0.2], [1.2, 0.5, -0.1], [-0.2, -0.1, 0.3], [-0.1, -0.2, 0.3], [0.2, 0.0, 0.0], [0.1, 0.2, 0.1], [0.3, 0.0, 0.2], [-0.1, 0.0, -0.1], [-0.6, -0.3, 0.0], [-0.2, 0.0, -0.2], [0.2, -0.1, 0.0], [0.2, 0.1, -0.1], [0.1, 0.0, 0.6], [-0.2, 0.6, -1.3], [-0.2, -0.3, 0.4], [0.1, 0.4, 0.4], [-0.1, -0.2, -0.4], [0.2, 0.0, -0.1], [0.0, 0.1, 0.0], [-0.1, 0.0, -0.3], [0.3, -0.5, 0.3], [-0.3, 0.0, 0.0], [0.1, 0.1, 0.0], [0.1, -0.1, 0.2], [-0.4, -0.4, 0.0], [0.5, -0.4, -0.1], [0.5, 0.7, 0.4], [-0.1, -0.2, -0.6], [0.0, -0.1, 0.0], [0.1, 0.2, 0.2], [0.1, 0.1, 0.0], [-0.1, 0.1, 0.0], [0.1, 0.1, 0.0], [-0.3, 0.3, 0.1], [-0.3, -0.2, 0.0], [-0.3, -0.4, 0.1], [-0.3, 0.4, 0.1], [0.1, 0.0, 0.0], [0.3, 0.4, -0.5], [-0.1, -0.2, -0.1], [0.0, 0.0, 0.1], [0.1, 0.0, -0.3], [0.1, -0.2, 0.3], [-0.1, -0.3, -0.1], [0.1, -0.2, 0.2], [-0.1, 0.3, 0.0], [-0.1, -0.1, 0.0], [0.0, 0.0, 0.2], [-0.1, -0.7, -0.2], [0.4, 0.5, 0.7], [0.1, -0.8, -1.1], [0.0, 0.2, 0.5], [0.1, 0.1, -0.1], [0.1, 0.4, -0.2], [-0.2, 0.1, -0.1], [-0.1, 0.1, 0.3], [0.1, -0.1, -0.2], [-0.1, 0.1, 0.0], [-0.3, 0.1, 0.0], [0.0, 0.1, 0.2]],
  "mulliken_charge": [-1.601, 2.767, 0.267, -0.033, -0.546, 0.331, 0.358, 0.362, -0.927, -0.925, 0.194, -0.241, -1.543, 0.070, 1.983, 0.102, -0.592, 0.334, 0.411, 0.339, 0.126, 0.143, -1.112, -0.222, -1.707, 1.455, 0.856, -0.186, -0.526, 0.438, 0.442, 0.327, -0.593, -0.484, -0.676, 0.546, 0.012, -0.745, -0.494, 0.302, -0.477, -0.082, 0.393, -0.412, 0.403, 0.345, 0.260, 0.350, -1.552, 0.952, -0.489, 0.192, -0.512, 0.337, 0.412, 0.447, -0.629, 0.252, 0.274, 0.457, -1.212, -0.843, -0.042, 0.316, -0.479, 0.315, 0.379, 0.335, 0.357, 0.398, 0.353, 0.107, -0.524, -0.809, 0.061, 0.240, -0.525, 0.457, 0.008, 0.137, 0.406, 0.342, -0.097, 0.390],
  "spin_multiplicity": 1,
  "de_lowest_ev": 0.1562,
  "smiles": "CCCC#N.CCCC#N.CCCC#N.CCCC#N.CCCC#N.CCCC#N.CCCC#N",
  "lumo_ev": 0.27,
  "molar_mass_g_mol": 483.7,
  "charge": 0,
  "homo_lumo_gap_ev": 11.29
}